[1]
# C18H18Cl5N6OOs

A molecular structure, C18H18Cl5N6OOs at a distorted geometry (ωB97M-V/def2-TZVPD, the Open Molecules 2025 dataset).

Each line ends with the Mulliken charge.
Geometry (Å):
Os1 -0.543 -0.166 0.345  0.614
Cl1 0.550 0.580 3.635  -0.084
C1 -0.323 -0.863 3.379  0.756
C2 -0.586 -1.229 2.040  -1.208
C3 -1.346 -2.384 1.801  1.463
Cl2 -1.680 -2.583 0.100  -0.036
C4 -1.798 -3.223 2.781  -0.357
Cl3 -2.659 -4.633 2.422  -0.086
C5 -1.503 -2.842 4.142  0.741
Cl4 -2.043 -3.801 5.391  0.028
C6 -0.770 -1.645 4.431  -0.073
Cl5 -0.464 -1.190 6.031  -0.071
N1 -5.725 1.044 -1.353  -0.268
C7 -5.107 2.221 -1.555  0.349
O1 -5.652 3.223 -1.944  -0.536
C8 -3.608 2.317 -1.266  0.344
C9 -3.042 3.584 -1.421  -0.093
C10 -1.686 3.775 -1.184  -0.980
C11 -0.927 2.695 -0.791  0.264
N2 -1.453 1.461 -0.653  -0.373
C12 -2.780 1.279 -0.889  -0.218
H1 -6.714 0.997 -1.549  0.258
H2 -5.279 0.204 -1.043  0.103
H3 -3.683 4.399 -1.734  0.551
H4 -1.228 4.747 -1.303  0.493
H5 0.128 2.810 -0.584  0.339
H6 -3.145 0.260 -0.807  0.360
C13 1.435 -0.527 -1.785  -0.511
N3 2.758 -0.687 -2.284  0.163
C14 3.558 0.509 -1.990  -0.759
N4 3.641 0.688 -0.537  0.140
C15 2.349 0.891 0.023  -0.490
N5 1.458 -0.328 -0.259  0.075
C16 2.186 -1.543 0.343  -0.584
N6 3.480 -1.673 -0.226  0.207
C17 3.392 -1.864 -1.679  -0.732
C18 4.289 -0.482 0.064  -0.710
H7 0.842 -1.418 -2.009  0.370
H8 0.973 0.352 -2.243  0.327
H9 3.107 1.387 -2.456  0.325
H10 4.558 0.384 -2.399  0.336
H11 1.894 1.773 -0.429  0.278
H12 2.417 1.024 1.104  0.305
H13 1.594 -2.438 0.140  0.335
H14 2.261 -1.385 1.420  0.290
H15 2.812 -2.760 -1.905  0.333
H16 4.389 -1.992 -2.094  0.333
H17 5.283 -0.604 -0.360  0.349
H18 4.392 -0.346 1.142  0.337

Atoms 1-3, force components in eV/Å:
Os 2.1 -1.3 1.2
Cl -0.1 -0.1 -0.1
C 0.2 0.2 0.5

## Properties
Molecular weight in g mol⁻¹: 701.88
Charge: +3
Relative energy (zero: lowest compared OMol25 entry of this formula, charge and spin) in kcal/mol: 19.0



[2]
# C18H18ClF5N6O

A single C18H18ClF5N6O molecule at a distorted geometry (ωB97M-V/def2-TZVPD, the Open Molecules 2025 dataset).

Each line ends with the Mulliken charge.
Geometry (Å):
C1 -5.469 -1.995 -1.477  -0.685
N1 -6.743 -1.647 -0.890  -0.308
C2 -6.949 -0.262 -0.524  -0.750
C3 -6.559 0.152 0.907  -0.873
C4 -5.062 0.072 1.193  -0.606
O1 -4.388 0.874 0.237  -0.286
C5 -3.047 0.885 0.214  0.682
C6 -2.458 1.666 -0.786  -0.746
C7 -1.088 1.739 -0.882  0.536
F1 -0.548 2.472 -1.868  -0.342
C8 -0.234 1.051 -0.019  -0.833
C9 1.236 1.178 -0.091  -0.227
C10 1.874 2.393 0.224  1.457
Cl1 0.923 3.732 0.695  -0.175
N2 3.165 2.584 0.211  -0.627
C11 3.922 1.556 -0.118  0.605
N3 5.231 1.470 -0.217  -0.696
C12 5.450 0.208 -0.588  -0.284
N4 4.374 -0.537 -0.743  -1.551
N5 3.368 0.301 -0.444  0.542
C13 2.035 0.087 -0.435  0.764
N6 1.500 -1.097 -0.828  -0.122
C14 2.190 -2.364 -0.853  -0.087
C15 1.624 -3.257 -1.951  -1.565
C16 2.025 -3.047 0.516  0.960
F2 2.522 -2.301 1.508  -0.274
F3 0.730 -3.266 0.805  -0.280
F4 2.639 -4.235 0.567  -0.290
C17 -0.855 0.279 0.956  0.472
F5 -0.080 -0.416 1.809  -0.376
C18 -2.226 0.178 1.091  -0.692
H1 -5.286 -1.334 -2.324  0.270
H2 -4.602 -1.934 -0.803  0.151
H3 -5.534 -3.018 -1.849  0.333
H4 -6.971 -2.262 -0.117  0.245
H5 -8.020 -0.056 -0.637  0.329
H6 -6.409 0.363 -1.237  0.328
H7 -7.078 -0.484 1.628  0.388
H8 -6.888 1.181 1.061  0.349
H9 -4.715 -0.966 1.130  0.377
H10 -4.856 0.445 2.205  0.475
H11 -3.082 2.212 -1.473  0.528
H12 6.432 -0.185 -0.756  0.441
H13 0.493 -1.154 -0.742  0.389
H14 3.261 -2.174 -0.998  0.384
H15 2.157 -4.203 -1.972  0.411
H16 0.567 -3.453 -1.779  0.364
H17 1.740 -2.766 -2.913  0.405
H18 -2.616 -0.436 1.886  0.492

Atoms 1-3, force components in eV/Å:
C 0.1 -0.1 0.0
N -0.1 -0.2 0.3
C -0.3 0.1 0.3

## Properties
SMILES: CNCCCOc1cc(F)c(-c2c(Cl)nc3ncnn3c2N[C@H](C)C(F)(F)F)c(F)c1
Molecular weight in g mol⁻¹: 464.83
Charge: 0
Relative energy (zero: lowest compared OMol25 entry of this formula, charge and spin) in kcal/mol: 3.4



[3]
# C18H18ClN5O4S

A single C18H18ClN5O4S molecule at a distorted geometry (ωB97M-V/def2-TZVPD, the Open Molecules 2025 dataset).

Each line ends with the Mulliken charge.
Geometry (Å):
C1 3.903 -2.493 3.485  -1.122
C2 2.395 -2.546 3.644  -0.048
O1 2.111 -2.026 4.957  -0.533
C3 1.575 -1.595 2.619  0.723
N1 1.849 -1.860 1.142  -0.696
C4 2.157 -0.129 2.921  -0.116
O2 1.771 0.497 3.868  -0.628
N2 2.976 0.425 1.962  -0.213
S1 2.870 2.079 1.470  1.226
O3 3.155 2.990 2.642  -0.662
O4 3.737 2.286 0.333  -0.657
C5 1.128 2.171 1.062  -0.125
C6 0.247 2.559 2.109  -0.378
C7 -1.108 2.465 1.902  -0.786
C8 -1.666 1.856 0.745  -0.523
C9 -0.855 1.496 -0.315  0.488
C10 -1.456 0.962 -1.557  0.589
C11 -1.056 1.544 -2.728  -0.283
C12 -1.515 1.023 -3.961  -1.133
C13 -2.485 0.051 -3.957  0.083
C14 -3.146 -0.289 -5.085  0.942
N3 -3.128 0.188 -6.378  -0.630
N4 -4.065 -1.183 -5.004  -0.576
C15 -4.445 -1.731 -3.824  0.150
Cl1 -5.613 -3.007 -3.698  -0.158
N5 -3.837 -1.531 -2.643  -0.594
C16 -2.947 -0.520 -2.723  0.084
C17 -2.397 -0.159 -1.524  -0.307
C18 0.542 1.695 -0.176  -0.437
H1 4.363 -3.049 4.332  0.362
H2 4.196 -1.462 3.675  0.288
H3 4.213 -2.904 2.540  0.312
H4 2.013 -3.653 3.642  0.347
H5 2.307 -1.103 4.969  0.395
H6 0.496 -1.518 2.856  0.222
H7 1.160 -1.436 0.491  0.109
H8 1.903 -2.828 0.924  0.235
H9 3.052 -0.174 1.091  0.401
H10 0.528 3.061 3.033  0.422
H11 -1.729 2.851 2.737  0.332
H12 -2.715 1.704 0.653  0.559
H13 -0.448 2.536 -2.693  0.323
H14 -1.306 1.519 -4.891  0.459
H15 -3.785 -0.388 -6.770  0.364
H16 -3.417 1.098 -6.394  0.233
H17 -2.757 -0.662 -0.590  0.500
H18 1.227 1.194 -0.892  0.456

Atoms 1-3, force components in eV/Å:
C -0.3 -0.4 1.0
C -1.4 -0.3 0.5
O -0.5 -2.1 -0.5

## Properties
SMILES: C[C@@H](O)[C@H](N)C(=O)NS(=O)(=O)c1cccc(-c2ccc3c(N)nc(Cl)nc3c2)c1
Molecular weight in g mol⁻¹: 435.89
Charge: 0
Relative energy (zero: lowest compared OMol25 entry of this formula, charge and spin) in kcal/mol: 0.0



[4]
# C18H18ErFO

A molecular structure, C18H18ErFO at a distorted geometry (ωB97M-V/def2-TZVPD, the Open Molecules 2025 dataset).

Each line ends with the Mulliken spin population.
Geometry (Å):
C1 1.581 2.768 3.209  -0.002
C2 2.039 3.229 1.942  -0.003
C3 0.950 3.118 1.005  -0.012
H1 3.038 3.529 1.654  0.000
C4 -0.166 2.562 1.717  -0.004
C5 0.224 2.348 3.079  -0.002
H2 -0.379 1.971 3.907  0.001
H3 2.104 2.730 4.157  0.002
H4 1.052 3.265 -0.072  -0.001
H5 -1.127 2.292 1.293  0.000
C6 3.370 -0.919 1.451  -0.007
C7 3.707 -0.128 2.588  -0.005
C8 2.721 -0.332 3.612  0.001
H6 4.572 0.520 2.659  0.001
C9 1.772 -1.247 3.103  -0.007
C10 2.170 -1.622 1.781  -0.002
H7 1.580 -2.224 1.102  0.001
H8 3.896 -0.883 0.498  0.000
H9 2.729 0.128 4.601  0.001
H10 0.901 -1.584 3.657  0.000
Er1 1.682 0.856 1.660  3.038
O1 -0.703 -0.213 -1.150  0.000
C11 -0.605 0.598 -2.349  0.000
C12 -1.955 0.027 -1.939  0.000
H11 -0.456 1.638 -2.137  0.000
H12 -0.145 0.154 -3.213  0.000
H13 -2.661 0.745 -1.481  0.000
H14 -4.446 -0.037 -2.993  0.000
C13 -3.895 -0.971 -3.198  0.000
C14 -2.564 -1.077 -2.676  0.000
C15 -1.841 -2.273 -2.974  0.000
H15 -0.827 -2.387 -2.583  0.000
C16 -2.440 -3.308 -3.708  0.000
H16 -1.869 -4.227 -3.890  0.000
C17 -3.750 -3.180 -4.198  0.000
H17 -4.209 -3.992 -4.777  0.000
C18 -4.485 -1.999 -3.944  0.000
H18 -5.512 -1.886 -4.327  0.000
F1 3.946 2.011 2.935  -0.001

Atoms 1-3, force components in eV/Å:
C -1.0 0.6 0.1
C -1.2 0.9 -0.5
C 0.2 -0.2 1.0

## Properties
Molecular weight in g mol⁻¹: 436.60
Charge: 0
Spin multiplicity: 4
<S²>: 3.753
Energy in a.u.: -1886.72181



[5]
# C18H18F2N4O3

A single C18H18F2N4O3 molecule at a distorted geometry (ωB97M-V/def2-TZVPD, the Open Molecules 2025 dataset).

Each line ends with the Mulliken charge.
Geometry (Å):
C1 0.929 -1.670 0.616  -0.856
C2 1.075 -0.819 1.876  -0.809
N1 1.807 0.408 1.630  0.179
C3 3.244 0.405 1.878  -1.367
C4 4.005 -0.209 0.749  0.708
C5 4.574 -1.490 0.662  -0.797
N2 5.137 -1.677 -0.517  -0.928
N3 4.945 -0.555 -1.201  0.709
C6 5.446 -0.420 -2.538  -0.866
C7 4.268 0.360 -0.482  -0.517
C8 1.294 1.481 1.000  0.821
O1 1.967 2.444 0.667  -0.674
C9 -0.167 1.507 0.701  0.518
C10 -0.722 2.198 -0.409  -1.150
C11 -2.069 2.050 -0.248  0.900
C12 -3.234 2.474 -1.080  -0.758
O2 -3.813 1.365 -1.754  -0.468
C13 -4.347 0.342 -1.026  0.303
C14 -4.257 -0.927 -1.600  -0.590
C15 -4.787 -2.043 -0.986  -0.637
C16 -5.410 -1.896 0.240  0.344
F1 -5.920 -2.977 0.859  -0.325
C17 -5.529 -0.660 0.843  -0.670
C18 -5.007 0.447 0.200  0.847
F2 -5.177 1.643 0.803  -0.332
O3 -2.299 1.334 0.867  0.070
N4 -1.125 1.005 1.440  -0.701
H1 1.903 -1.948 0.222  0.261
H2 0.388 -1.121 -0.152  0.202
H3 0.374 -2.576 0.848  0.366
H4 0.090 -0.567 2.271  0.530
H5 1.623 -1.381 2.634  0.365
H6 3.434 -0.138 2.806  0.463
H7 3.547 1.449 1.996  0.413
H8 4.600 -2.264 1.404  0.520
H9 6.176 0.390 -2.596  0.313
H10 5.927 -1.359 -2.806  0.295
H11 4.633 -0.215 -3.236  0.318
H12 4.017 1.328 -0.862  0.594
H13 -0.187 2.715 -1.176  0.427
H14 -2.888 3.132 -1.880  0.354
H15 -3.967 3.006 -0.465  0.267
H16 -3.760 -1.008 -2.553  0.438
H17 -4.712 -3.018 -1.440  0.442
H18 -6.025 -0.545 1.793  0.479

Atoms 1-3, force components in eV/Å:
C 0.1 0.0 0.2
C -0.4 -0.4 -0.2
N 0.1 0.2 0.3

## Properties
SMILES: CCN(Cc1cnn(C)c1)C(=O)c1cc(COc2ccc(F)cc2F)on1
Molecular weight in g mol⁻¹: 376.36
Charge: 0
Relative energy (zero: lowest compared OMol25 entry of this formula, charge and spin) in kcal/mol: 16.5